Molecular formula: C37H38BBr2F17NO10P
Method: DFT, the ωB97M-V functional and the def2-TZVPD basis

XYZ file:
```
107
Properties=species:S:1:pos:R:3:forces:R:3:lowdin_charge:R:1
O -1.75814 5.38814 2.16591 -0.28 0.03 0.47 0.090
H -0.06989 6.50263 4.34280 -0.03 0.03 -0.12 0.088
C 6.86933 -0.10319 0.29706 0.12 -0.32 -0.33 -0.364
H 3.29035 -3.74112 0.79398 0.12 0.10 -0.03 0.100
C 4.74828 -1.37283 0.67150 0.13 0.07 -0.09 -0.477
C 0.52779 3.11140 1.17400 -0.15 0.02 -0.29 -0.141
C 0.28989 -6.96501 -2.74258 -0.05 -0.07 0.00 -0.287
C -2.74015 0.60321 4.53937 -0.20 -0.53 -0.34 -0.242
H -0.05861 -2.01508 -1.86158 -0.24 -0.32 -0.32 0.140
H -3.79687 -0.24086 0.17482 -0.04 -0.40 0.00 0.103
C 3.15998 0.75431 0.02067 -0.03 -0.01 0.04 -0.021
F -6.28449 -1.27138 -7.13457 0.00 0.01 0.00 0.098
H -4.44494 -2.74930 -2.90821 -0.18 -0.03 -0.04 0.147
O 2.30895 2.57214 -1.25588 0.00 0.04 -0.05 0.132
C 2.18523 1.85002 -0.29634 -0.03 -0.05 0.00 -0.265
C -4.60748 -1.67237 -2.86654 0.36 -0.17 0.02 -0.044
F -6.31816 -0.08562 -2.44137 -0.03 -0.05 0.06 0.139
H -2.58359 5.13710 1.74667 0.19 -0.03 -0.42 0.106
O 0.55833 -5.14079 -4.27236 -0.36 -0.13 0.34 0.052
N -0.88369 4.52096 4.23122 1.59 0.79 -0.90 -0.088
H 4.18167 -2.78529 3.54290 0.10 -0.05 -0.06 0.096
C 4.54242 0.93893 -0.00963 0.11 -0.06 -0.06 -0.104
H 8.00751 -1.39981 -1.02016 0.01 -0.02 -0.07 0.074
C 3.37237 -1.57019 0.68348 -0.38 0.03 -0.28 -0.166
O -3.96601 1.53604 2.35154 0.38 -0.26 0.04 -0.291
H -1.30060 -0.91978 3.16566 -0.18 -0.06 0.02 0.114
C -0.77322 -2.83208 -1.97941 0.06 0.21 -0.44 -0.319
F -3.82815 -1.77111 -6.11823 0.03 -0.06 -0.03 0.139
C 2.71520 -2.86599 1.08692 0.03 -0.36 0.38 -0.064
Br 5.84846 -2.87117 1.09355 0.05 -0.08 -0.04 0.918
C -0.89184 -3.26026 -3.44235 -0.15 -0.35 0.11 -0.428
H 0.05782 2.70911 4.80411 -0.02 -0.03 -0.10 0.082
H -3.16060 -0.29462 4.08174 -0.04 0.02 -0.01 0.035
C 1.08042 -0.50539 0.34215 0.16 0.20 0.11 -0.219
H -5.37493 0.26754 -6.23177 0.01 -0.01 0.00 0.175
H 0.26539 -3.39975 -5.17913 -0.02 -0.03 -0.01 0.150
H 5.88972 2.60159 0.28378 0.10 -0.08 -0.04 0.081
F -7.53747 -2.42548 -3.38074 0.03 0.02 -0.04 0.100
C -7.05512 -2.30408 -2.12877 -0.03 -0.07 0.19 -0.303
C 1.01997 1.92161 0.64970 0.02 0.00 -0.01 -0.009
C 7.42068 -0.48677 -1.08605 -0.10 0.17 0.13 -0.014
H -0.84956 5.90869 5.79872 -0.02 -0.03 0.01 0.084
F 2.23298 -6.51459 -3.91971 0.09 -0.01 0.02 0.142
O 3.48498 -3.42805 3.36334 -0.14 0.02 -0.01 0.058
C -4.88178 -1.61543 -5.28117 0.25 -0.09 0.07 -0.550
C 0.43834 0.68771 0.96801 -0.04 0.01 0.03 -0.011
H 1.19494 4.00956 4.42123 0.02 0.03 -0.03 0.070
H 3.76071 5.91780 2.39486 0.01 0.18 0.05 0.072
C -5.86381 -0.67887 -5.99419 -0.02 0.05 -0.07 -0.286
C -5.88846 -1.31687 -2.09498 0.31 0.26 -0.41 -0.424
H 7.26451 -0.80286 1.02733 -0.04 0.14 0.15 0.076
H 2.06129 4.46009 2.73722 -0.07 0.07 0.12 0.100
C -0.68199 0.60616 1.78668 -0.14 0.11 -0.22 -0.100
B -1.10308 4.36479 2.82450 -0.50 -0.52 0.45 -0.697
F -0.78135 -6.40777 -2.14768 0.02 0.01 0.02 0.104
C 0.21844 3.78592 4.85300 -0.34 -0.16 0.40 -0.064
C 5.35296 -0.15830 0.33074 -0.02 0.08 0.25 -0.140
H -6.74375 -3.28376 -1.75740 0.00 0.00 -0.02 0.175
C 2.49577 -2.87419 2.59277 -0.43 0.28 0.22 -0.469
C 0.38059 -3.74290 -4.15218 0.29 0.27 -0.41 -0.035
H 6.62007 -0.63293 -1.80846 0.01 -0.02 -0.06 0.087
F -5.47917 -1.26262 -0.78939 -0.26 -0.04 0.26 0.091
C -1.29694 -0.73662 2.09769 0.15 0.06 -0.18 -0.035
C -1.19751 1.81248 2.31299 0.13 -0.39 0.20 -0.209
H -3.36851 0.85690 5.38962 0.10 0.13 0.08 0.040
C -0.57715 3.04755 2.04929 -0.17 0.09 0.28 -0.045
Br 0.15119 5.52781 -0.36769 0.03 0.00 -0.19 0.786
F -1.99288 -2.40554 -1.56864 0.03 -0.10 0.10 0.091
H -4.03261 2.23294 1.68944 -0.28 -0.03 -0.05 0.050
H 8.06148 0.31821 -1.44096 0.05 0.00 0.00 0.087
F 0.97954 -7.66558 -1.81493 0.01 -0.01 0.01 0.100
C 1.20309 -5.87563 -3.31717 0.10 0.13 -0.24 -0.548
O 1.48760 -2.44507 3.08322 0.34 -0.12 -0.14 0.149
F -1.29401 -2.13863 -4.10769 0.05 0.09 -0.02 0.105
H 0.27358 4.05904 5.90754 -0.06 -0.09 0.04 0.087
C -0.91309 5.90770 4.70837 -0.35 -0.17 0.60 -0.065
H -3.81191 -1.26757 -2.25016 0.07 0.05 -0.05 0.123
O -4.41751 -1.05667 -4.12687 -0.51 0.19 0.02 0.055
H -0.04246 -7.63506 -3.53735 0.02 0.00 -0.01 0.176
C 1.75817 5.20480 2.00111 0.01 -0.15 -0.37 -0.267
F 7.36677 1.14045 0.67324 -0.03 0.01 0.06 -0.026
F -5.41883 -2.83245 -5.08741 -0.06 0.01 0.01 0.156
O -2.84881 -0.30363 0.36281 0.04 0.46 0.06 0.100
H 3.41096 5.74684 0.69163 -0.01 0.06 -0.06 0.070
H 1.26875 -3.25037 -3.75571 -0.07 -0.03 0.20 0.148
C 2.58355 -0.46906 0.34830 0.10 -0.01 0.20 -0.010
O -3.48843 -1.70534 1.99780 -0.06 0.20 0.09 0.121
H -1.84898 6.38925 4.44376 0.05 0.03 -0.20 0.087
C 1.23045 4.39914 0.81068 0.18 0.13 0.24 -0.621
H -1.72977 0.35994 4.86549 0.03 0.19 0.19 0.048
C -2.67533 -0.95972 1.52462 -0.06 -0.22 -0.08 -0.530
C 2.98401 6.06127 1.64455 -0.10 -0.14 0.07 -0.079
H 2.74908 7.12038 1.57917 0.00 0.03 -0.05 0.074
H 4.37063 3.03919 -0.46468 -0.03 -0.09 -0.06 0.066
F -8.04589 -1.83172 -1.33852 0.00 0.00 -0.02 0.099
F -6.93688 -0.44628 -5.21425 -0.02 -0.03 0.01 0.102
F -0.40816 -3.86472 -1.19828 0.03 -0.10 0.04 0.107
H 0.95443 5.81979 2.40702 0.05 -0.05 0.22 0.089
H 2.07387 4.17450 0.17383 -0.03 -0.08 0.00 0.047
P -2.72564 1.99561 3.37076 -0.02 0.73 -0.07 0.974
H -0.70333 -1.53815 1.66521 0.07 0.00 0.08 0.116
F -1.87490 -4.18070 -3.56924 -0.03 -0.01 -0.06 0.130
H 1.72306 -2.94163 0.66381 0.01 0.02 -0.23 0.109
O 0.45710 -1.40346 -0.17831 0.25 0.24 0.57 0.087
F 1.72655 -5.10994 -2.34364 -0.02 0.02 0.07 0.149
C 5.13125 2.26689 -0.41167 -0.19 0.21 0.02 0.004
H 5.56593 2.19582 -1.40985 0.13 0.01 0.03 0.106
```
Positions in Å, forces in eV/Å.

Computed properties:
Charge: 0
Gap between HOMO and LUMO: 7.31 eV
Molecular weight: 1181.268 g/mol
SMILES: CC[C@H](Br)c1c(B(O)N(C)C)c(P(C)O)c(CC(=O)O)c2c1C(=O)c1c(C)c([C@@H](C)F)c(Br)c(CC(=O)O)c1C2=O.FC(F)C(F)(F)COC(F)(F)C(F)F.FC(F)C(F)(F)COC(F)(F)C(F)F
Lowest unoccupied orbital energy: -1.2 eV


Molecular formula: C4H8NO2
Method: DFT, the ωB97M-V functional and the def2-TZVPD basis

XYZ file:
```
15
Properties=species:S:1:pos:R:3:forces:R:3:nbo_charge:R:1
C -0.16337 -0.27585 -0.40872 1.54 0.97 0.11 0.677
H -0.76894 3.09729 -1.06242 -0.18 0.12 -0.29 0.181
O -0.19105 -0.64881 -1.57767 -1.00 -0.76 0.02 -0.677
H 1.11477 -0.41269 1.09991 -0.56 0.36 0.58 0.374
C -0.56902 1.19756 -0.11079 0.36 -0.63 -0.49 -0.493
H -1.08202 1.69873 -2.16592 -0.14 0.08 0.02 0.216
C -0.47972 2.08429 -1.34813 0.03 0.07 0.49 -0.607
H 0.54913 2.13086 -1.70153 0.09 -0.07 -0.05 0.199
H 0.95813 -3.02097 0.40815 0.13 -0.24 0.09 0.079
O 1.48501 -2.36071 2.28921 0.26 -0.10 0.23 -0.842
H -0.39042 -2.78010 1.59004 -0.10 -0.02 0.02 0.073
N 0.34522 -0.91504 0.67372 -0.05 -0.51 0.06 -0.802
C 0.65631 -2.51235 1.34483 -0.24 0.50 -0.98 0.220
H -1.57744 1.15957 0.30961 0.02 0.16 0.03 0.202
H 0.11341 1.55821 0.65970 -0.17 0.06 0.17 0.199
```
Positions in Å, forces in eV/Å.

Computed properties:
Charge: -1
Gap between HOMO and LUMO: 7.31 eV
Molecular weight: 102.113 g/mol
ΔE to the lowest compared entry with this formula, charge and spin: 207.7 kJ/mol
SMILES: CCC(=O)NC[O-]
Lowest unoccupied orbital energy: 3.9 eV


Molecular formula: C4H8O3
Method: DFT, the ωB97M-V functional and the def2-TZVPD basis

XYZ file:
```
15
Properties=species:S:1:pos:R:3:forces:R:3:nbo_charge:R:1
H -1.65814 -0.64308 1.28818 -0.01 0.00 0.11 0.475
H 0.54563 2.70443 -1.24989 0.06 0.00 0.10 0.197
C -0.56334 -2.05514 -0.66770 0.34 -0.03 -0.37 -0.264
H -1.49647 -1.67886 -1.08165 0.09 -0.09 0.24 0.220
C 0.97063 2.41140 -0.28825 0.02 0.28 -0.01 -0.264
H -0.43133 -3.13015 -0.59241 0.00 0.17 0.01 0.210
H 1.93639 2.88678 -0.13160 -0.07 -0.05 -0.03 0.198
O -0.98332 0.72242 -0.60723 0.26 -0.08 0.07 -0.616
C 0.39938 -1.19992 -0.33558 0.04 -0.13 -0.30 -0.369
O 1.21980 1.00185 -0.26900 -0.13 -0.11 0.05 -0.493
C 0.12094 0.25571 -0.43046 -0.23 0.01 -0.08 0.750
O -1.32116 -1.16961 2.02414 -0.10 0.14 0.28 -0.934
H -0.38940 -1.28693 1.80963 -0.23 -0.06 0.12 0.465
H 0.27410 2.69128 0.50668 0.10 -0.09 -0.11 0.198
H 1.37630 -1.51017 0.02514 -0.13 0.04 -0.07 0.229
```
Positions in Å, forces in eV/Å.

Computed properties:
Charge: 0
Gap between HOMO and LUMO: 10.86 eV
Molecular weight: 104.105 g/mol
ΔE to the lowest compared entry with this formula, charge and spin: 145.1 kJ/mol
SMILES: C=CC(=O)OC.O
Lowest unoccupied orbital energy: 0.4 eV


Molecular formula: C5H8N2
Method: DFT, the ωB97M-V functional and the def2-TZVPD basis

XYZ file:
```
15
Properties=species:S:1:pos:R:3:forces:R:3:nbo_charge:R:1
C -0.11484 0.40932 -0.08024 -0.02 2.32 1.40 -0.189
H -2.06802 0.98976 -0.08722 -1.35 0.00 1.05 0.355
C -0.15361 -1.04865 -0.28990 0.09 -2.19 2.87 0.163
C -0.23654 -2.26421 1.33745 0.21 3.78 -4.54 0.194
C -0.38613 -1.74417 -1.36223 1.21 -1.83 -0.57 -0.472
N -1.34074 0.95853 -0.74415 1.29 -1.75 -2.05 -0.800
H -0.15131 -1.29694 -2.34020 -0.60 -0.15 0.36 0.238
H 0.07235 1.64271 1.76916 -0.72 1.88 0.42 0.222
H 0.83396 0.17538 1.78185 -0.25 -0.60 0.59 0.223
H -1.58626 0.18156 -1.43953 -0.10 2.05 1.20 0.357
H -1.05347 0.06730 1.84625 1.91 1.51 0.14 0.226
H -0.48436 -2.83633 -1.26035 -0.13 0.73 -0.45 0.256
N -0.07890 -3.01356 2.18021 0.05 -1.09 1.24 -0.422
H 0.73050 1.03744 -0.56067 -0.77 -1.81 0.74 0.240
C -0.10268 0.65081 1.50642 -0.83 -2.84 -2.42 -0.592
```
Positions in Å, forces in eV/Å.

Computed properties:
Charge: 0
Gap between HOMO and LUMO: 10.30 eV
Molecular weight: 96.133 g/mol
ΔE to the lowest compared entry with this formula, charge and spin: 420.7 kJ/mol
Lowest unoccupied orbital energy: 0.2 eV


Max |F| (eV/Å)
1.99 1.82 0.50 5.91